No. 1
Molecular formula: C20H35N6O3
Method: DFT, ωB97M-V with the def2-TZVPD basis set

Cartesian coordinates (Å):
O (1.6047, -1.0054, 0.3891)
O (-3.0749, -5.3854, 1.6470)
O (-0.2156, -3.1519, 3.5066)
C (2.5088, -0.2570, 0.7587)
C (-2.5498, -5.1787, 0.5632)
C (-0.4125, -3.8005, 2.4870)
C (-6.1304, 0.7941, 0.8690)
C (2.2847, 1.2580, -1.2231)
C (3.9400, 1.7547, 0.4510)
C (2.6770, 2.3910, -1.9414)
C (4.3302, 2.8834, -0.2782)
C (2.9098, 0.9278, -0.0136)
C (3.7080, 3.2327, -1.4901)
N (-6.5533, 1.7586, 0.1013)
N (0.0408, -5.0522, 2.3495)
N (4.0983, 4.3793, -2.2252)
N (-5.0190, 0.1395, 0.5774)
N (-1.7156, -4.1579, 0.3273)
N (-6.8405, 0.5102, 1.9259)
C (-2.8306, -6.1037, -0.5987)
C (0.7842, -5.7830, 3.3758)
C (6.4551, 5.0690, -2.0075)
C (2.3278, 5.4037, -3.6043)
C (5.0066, 5.4044, -1.6628)
C (3.6388, 4.6200, -3.6121)
C (-4.3799, -0.8865, 1.4239)
C (-3.1419, -1.5115, 0.7652)
C (-2.3600, -2.2826, 1.8404)
C (-1.2151, -3.1795, 1.3232)
H (3.0163, -0.4770, 1.6929)
H (1.4861, 0.6328, -1.6140)
H (4.4526, 1.5253, 1.3819)
H (2.1487, 2.5996, -2.8618)
H (5.1436, 3.4746, 0.1220)
H (-6.0329, 2.0175, -0.7182)
H (-7.3960, 2.2532, 0.3307)
H (-0.2094, -5.5402, 1.5072)
H (-4.5328, 0.3995, -0.2641)
H (-1.3436, -4.0910, -0.6082)
H (-7.6798, 1.0156, 2.1397)
H (-6.5281, -0.2286, 2.5313)
H (-3.3147, -5.5487, -1.3998)
H (-1.8980, -6.5361, -0.9571)
H (-3.4892, -6.9044, -0.2614)
H (0.1672, -5.8857, 4.2713)
H (1.0552, -6.7749, 3.0116)
H (1.6926, -5.2374, 3.6402)
H (6.7268, 4.0857, -1.6136)
H (7.1264, 5.8160, -1.5746)
H (6.5980, 5.0600, -3.0916)
H (1.9836, 5.5668, -4.6297)
H (1.5522, 4.8597, -3.0588)
H (2.4693, 6.3765, -3.1246)
H (4.7600, 6.3881, -2.0760)
H (4.8823, 5.4922, -0.5795)
H (4.3931, 5.1937, -4.1613)
H (3.5186, 3.6779, -4.1563)
H (-4.0773, -0.4203, 2.3647)
H (-5.0907, -1.6861, 1.6464)
H (-3.4653, -2.1780, -0.0347)
H (-2.4990, -0.7322, 0.3536)
H (-1.9433, -1.5503, 2.5344)
H (-3.0534, -2.9053, 2.4081)
H (-0.4948, -2.5289, 0.8248)

Kohn-Sham gap, eV: 6.6
Charge: +1

***

No. 2
Molecular formula: C46H66N11O6P
Method: DFT, ωB97M-V with the def2-TZVPD basis set

Cartesian coordinates (Å):
C (-0.1068, 0.1910, 6.0336)
O (0.3652, -1.0869, 5.8701)
C (0.9551, -1.3931, 4.5513)
C (-0.1343, -1.6872, 3.5481)
N (0.3552, -2.1746, 2.2042)
H (-0.5717, -2.5390, 1.7699)
H (0.5984, -1.3615, 1.7236)
C (1.3989, -3.2351, 2.1346)
C (1.8410, -3.5381, 0.7106)
O (2.5549, -4.7106, 0.5671)
C (3.1486, -4.6487, -0.6907)
H (-1.1286, 0.2488, 5.3936)
H (0.5923, 1.0572, 5.9933)
H (-0.4474, 0.2839, 6.8902)
H (1.7174, -2.3459, 4.8756)
H (1.2954, -0.4843, 4.1813)
H (-0.4358, -0.6949, 3.0981)
H (-1.0450, -2.2693, 3.8206)
H (0.8743, -4.1348, 2.3710)
H (1.9884, -3.3026, 2.9114)
H (2.1668, -2.7224, 0.2072)
H (0.8916, -3.3421, -0.1278)
H (2.4148, -4.6462, -1.5584)
H (3.7931, -5.5228, -0.6536)
H (3.7877, -3.7399, -0.8772)
P (0.0036, 0.2782, -0.2289)
O (-0.7485, 1.4028, 0.4737)
O (0.9113, 0.7966, -1.4177)
O (-0.9385, -0.8626, -0.5203)
O (0.7584, -0.2487, 0.8567)
N (0.3762, 2.7988, 2.2815)
C (0.1274, 4.0359, 2.6960)
C (0.8465, 4.4270, 3.7190)
C (1.6704, 3.1048, 4.0338)
C (1.3891, 2.1935, 2.9562)
H (-0.3183, 2.2512, 1.6732)
H (-0.6151, 4.4692, 2.2461)
H (0.8389, 5.3835, 4.2461)
H (2.4842, 3.0256, 4.8931)
H (1.5989, 1.2538, 2.7706)
N (-0.2649, 1.1617, -3.6075)
C (-0.7170, 2.4210, -3.8094)
C (-1.4311, 2.4787, -4.9231)
C (-1.3117, 1.0489, -5.5535)
C (-0.6537, 0.3690, -4.6340)
H (0.4136, 0.8417, -2.7650)
H (-0.3173, 2.9467, -3.0476)
H (-1.8528, 3.2445, -5.4530)
H (-1.9239, 0.6473, -6.3288)
H (-0.5594, -0.6681, -4.5593)
N (2.0300, 2.7526, -1.9469)
C (2.7002, 3.0957, -3.1787)
C (3.4231, 4.2399, -3.0344)
C (3.1276, 4.6699, -1.5797)
C (2.2953, 3.7566, -1.0214)
H (1.5363, 1.8537, -1.7905)
H (2.5314, 2.2991, -4.0153)
H (4.0313, 4.6007, -3.8441)
H (3.4562, 5.6656, -1.2671)
H (1.9247, 3.8064, -0.0385)
N (2.6391, -0.4269, -2.6495)
C (2.7747, -0.3744, -4.1332)
C (3.7247, -1.2276, -4.3734)
C (4.2776, -1.8450, -3.1434)
C (3.5577, -1.2424, -2.0374)
H (1.7854, -0.0646, -1.9758)
H (2.1343, 0.4572, -4.7893)
H (4.3584, -1.4137, -5.2499)
H (5.1308, -2.4427, -3.0653)
H (3.7784, -1.3236, -0.9290)
N (-1.9254, -2.8840, 0.8596)
C (-2.6709, -2.5081, 1.9143)
C (-2.7975, -3.6807, 2.6259)
C (-2.1641, -4.8079, 1.8765)
C (-1.5853, -4.2644, 0.7641)
H (-1.5937, -2.1197, 0.2086)
H (-3.0589, -1.4438, 1.8810)
H (-3.2436, -3.7335, 3.6212)
H (-2.1583, -5.8896, 2.2216)
H (-0.9535, -4.6802, 0.1231)
N (-3.2482, -0.3862, -1.2502)
C (-3.6557, 0.6016, -2.0722)
C (-4.9256, 0.4577, -2.4642)
C (-5.3123, -0.9305, -1.9223)
C (-4.2413, -1.4017, -1.1779)
H (-2.4115, -0.5233, -0.7183)
H (-2.6730, 1.3946, -2.1991)
H (-5.5107, 1.1723, -3.0591)
H (-6.2150, -1.4025, -1.9601)
H (-4.0623, -2.1949, -0.6015)
N (-2.0191, 3.4570, -0.3000)
C (-3.4111, 3.4891, -0.5179)
C (-3.6498, 4.6498, -1.0617)
C (-2.2997, 5.3665, -1.2397)
C (-1.3930, 4.5606, -0.7500)
H (-1.5000, 2.6608, 0.1153)
H (-4.0153, 2.7433, -0.2107)
H (-4.5379, 5.1502, -1.4875)
H (-1.9938, 6.2705, -1.6515)
H (-0.3509, 4.7607, -0.7536)
N (-2.7006, 1.3397, 2.2889)
C (-2.2655, 1.5265, 3.6289)
C (-3.3420, 1.4313, 4.3977)
C (-4.4789, 1.2070, 3.3840)
C (-3.9565, 0.9674, 2.1880)
H (-1.9198, 1.4280, 1.5787)
H (-1.3613, 1.9087, 3.7064)
H (-3.3731, 1.5520, 5.5498)
H (-5.5718, 0.9517, 3.5753)
H (-4.4404, 0.7284, 1.2995)
N (-0.7823, -2.5515, -2.4947)
C (-1.9677, -3.0683, -3.1682)
C (-1.6512, -4.1514, -3.9856)
C (-0.1903, -4.3238, -3.7166)
C (0.3010, -3.2500, -2.9933)
H (-0.9374, -1.8996, -1.6453)
H (-2.9275, -2.5995, -3.0635)
H (-2.3848, -4.5835, -4.6616)
H (0.4579, -5.0066, -4.1125)
H (1.3006, -2.9655, -2.6513)
N (3.1913, -0.0557, 1.4388)
C (4.0945, -0.9161, 2.0466)
C (5.4491, -0.5596, 1.8223)
C (5.3668, 0.5968, 0.8058)
C (3.9990, 0.8994, 0.6706)
H (2.2082, -0.2325, 1.1823)
H (3.5883, -1.6830, 2.4910)
H (6.2635, -1.0564, 2.2690)
H (6.2420, 0.9979, 0.4804)
H (3.5133, 1.6466, -0.0079)

Kohn-Sham gap, eV: 7.2
Charge: -2

***

No. 3
Molecular formula: C2ClFNO3S
Method: DFT, ωB97M-V with the def2-TZVPD basis set

Cartesian coordinates (Å):
N (0.8707, -2.1569, 0.7230)
C (0.8512, -1.1477, 0.1693)
C (1.0339, 0.2068, -0.3311)
O (1.8616, 1.0250, 0.0436)
F (0.6964, 0.1084, -1.7485)
S (-0.8239, 0.6450, 0.2955)
O (-0.9918, 0.4149, 1.7012)
O (-1.4581, 1.8261, -0.2762)
Cl (-2.0399, -0.9217, -0.5768)

SMILES: N#C[C@@]([O-])(F)S(=O)(=O)Cl
Kohn-Sham gap, eV: 9.6
Charge: -1

***

No. 4
Molecular formula: C2H5N2S
Method: DFT, ωB97M-V with the def2-TZVPD basis set

Cartesian coordinates (Å):
N (-2.3918, 0.4868, -0.0687)
C (-1.1693, 0.2638, 0.1515)
N (0.0056, 0.1503, 0.0907)
C (1.1963, -0.4761, 0.2593)
S (2.9306, 0.2995, -0.0862)
H (-2.8469, 0.9813, 0.7123)
H (-2.7224, 0.0870, -0.9325)
H (1.3072, -0.8511, 1.2852)
H (1.2555, -1.4605, -0.1914)
H (2.4350, 0.5189, -1.2202)

SMILES: [NH2+]=C=NCS
Kohn-Sham gap, eV: 9.0
Charge: +1

***

No. 5
Molecular formula: C18H25N3O7S
Method: DFT, ωB97M-V with the def2-TZVPD basis set

Cartesian coordinates (Å):
C (-0.9590, 1.3283, -3.0183)
O (-0.1533, 0.3937, -2.3371)
C (0.9407, -0.1145, -3.0670)
C (0.5882, -1.2646, -4.0179)
C (0.2674, -2.5494, -3.2501)
N (-0.9053, -2.4107, -2.4199)
C (-0.8445, -2.2016, -1.0890)
O (0.1677, -2.2424, -0.4300)
C (-2.2357, -1.9716, -0.4814)
N (-2.2052, -2.0430, 0.9619)
C (-2.6823, -3.1779, 1.5420)
O (-3.1334, -4.1037, 0.9011)
C (-2.7202, -3.1818, 3.0605)
O (-1.7688, -2.3706, 3.7111)
C (-1.4661, -1.1952, 3.1012)
C (-0.9281, -0.1842, 3.8881)
C (-0.5857, 1.0310, 3.3229)
C (-0.7654, 1.2067, 1.9661)
S (-0.2717, 2.7469, 1.2022)
O (-0.9128, 2.8509, -0.0771)
O (-0.4438, 3.8162, 2.1410)
N (1.3629, 2.6007, 0.9316)
C (2.2215, 2.6873, 2.0897)
C (3.6510, 2.9214, 1.5936)
O (4.0582, 1.8938, 0.7205)
C (3.2007, 1.7976, -0.3945)
C (1.7576, 1.5337, 0.0402)
C (-1.2708, 0.2057, 1.1599)
C (-1.6522, -1.0064, 1.7212)
H (-1.6661, 0.8402, -3.7003)
H (-1.4998, 1.8813, -2.2509)
H (-0.3461, 2.0323, -3.5909)
H (1.6418, -0.4792, -2.3113)
H (1.4201, 0.6981, -3.6319)
H (-0.2624, -0.9821, -4.6420)
H (1.4415, -1.4494, -4.6710)
H (1.0943, -2.7998, -2.5826)
H (0.1081, -3.3750, -3.9507)
H (-1.7825, -2.2635, -2.8937)
H (-2.6298, -1.0055, -0.8050)
H (-2.9052, -2.7715, -0.8130)
H (-2.5583, -4.2035, 3.4129)
H (-3.7379, -2.8748, 3.3570)
H (-0.7937, -0.3753, 4.9403)
H (-0.2055, 1.8441, 3.9190)
H (1.8732, 3.5209, 2.6985)
H (2.1881, 1.7551, 2.6754)
H (4.3572, 2.9124, 2.4252)
H (3.6970, 3.8917, 1.0781)
H (3.5818, 0.9729, -0.9986)
H (3.2381, 2.7316, -0.9742)
H (1.0758, 1.5439, -0.8075)
H (1.6980, 0.5551, 0.5405)
H (-1.3394, 0.4038, 0.1044)

SMILES: COCCCNC(=O)CN1C(=O)COc2ccc(S(=O)(=O)N3CCOCC3)cc21
Kohn-Sham gap, eV: 9.1
Charge: 0

***

No. 6
Molecular formula: CH7N2O2P
Method: DFT, ωB97M-V with the def2-TZVPD basis set

Cartesian coordinates (Å):
C (0.0007, 0.0731, 1.5641)
N (-0.4806, -0.6918, -0.5850)
N (-0.3570, 0.4557, 0.2564)
O (1.5427, 0.2167, -2.1423)
O (1.0120, 2.5693, -2.1099)
P (1.6252, 1.4695, -1.1384)
H (-0.9520, -0.0347, 2.1741)
H (0.5792, -0.8658, 1.6885)
H (0.3825, 0.9864, 2.0198)
H (-1.2798, -0.6218, -1.2141)
H (-0.3096, -1.5247, 0.0960)
H (1.0525, -0.5457, -1.6810)
H (0.2343, 2.3262, -2.6490)

Kohn-Sham gap (spin up / spin down), eV: 7.9 / 7.3
Charge: 0

***

Let's list energy relative to the best compared isomer or geometry (same formula, charge and spin) in order: 0.0; 154.8; 43.2; 159.9; 0.0; 373.6 kJ/mol.